1.
73
Properties=species:S:1:pos:R:3:lowdin_charge:R:1 method="wB97M-V/def2-TZVPD" lumo_energy_ev=-2.598 largest_force_ev_per_a=1.502 total_charge=+1 relative_energy_ev=2.392 multiplicity=1 e_homo_ev=-11.09
Cu 0.1694 -0.3019 -0.0988 0.47
O -0.4307 -3.6237 2.8623 -0.06
H -0.1273 -2.7627 3.1502 -0.02
H -0.7055 -4.0628 3.6672 0.03
O -1.1940 -2.1255 -0.2128 -0.03
H -0.8387 -2.9278 -0.5954 0.01
H -2.0401 -2.3871 0.1504 0.01
O 2.5591 -0.7674 -4.0136 -0.02
H 3.4394 -1.1034 -4.1824 0.08
H 2.3029 -0.3433 -4.8325 0.08
O -0.3374 1.8688 -4.0039 -0.03
H -0.1924 2.6133 -4.5878 0.05
H -0.4301 2.2597 -3.1351 0.00
O 4.0857 2.2548 -1.2882 -0.03
H 3.6938 2.6206 -2.0812 0.08
H 4.9847 2.5833 -1.2912 0.08
O -1.8378 0.4801 2.9920 -0.04
H -2.6923 0.9059 3.0607 0.05
H -1.2517 1.1679 2.6763 0.02
O -0.1416 -1.1053 -3.0948 -0.03
H 0.7891 -1.2851 -3.2282 0.01
H -0.3112 -0.3197 -3.6147 0.02
O -2.6693 -1.9511 4.0259 -0.05
H -2.4930 -1.0404 3.7899 -0.03
H -1.9362 -2.1994 4.5890 0.01
O 0.3375 -4.1966 -1.5815 -0.03
H 0.0522 -4.7361 -2.3190 0.04
H 0.9609 -4.7475 -1.1081 0.05
O -3.9319 -2.9308 0.4452 -0.03
H -4.1394 -3.0099 1.3763 0.05
H -4.0969 -3.8033 0.0876 0.06
O 0.3239 1.3932 1.5406 -0.04
H 1.2523 1.5716 1.6907 0.01
H -0.0121 2.1937 1.1376 0.01
O 2.7690 0.0291 3.3070 -0.03
H 2.9394 -0.5574 2.5700 0.02
H 2.0744 -0.4043 3.8030 0.00
O 0.2307 -1.2360 4.3670 -0.03
H -0.2639 -0.4393 4.1750 0.03
H 0.3844 -1.2014 5.3111 0.08
O -3.7355 0.7734 -2.5221 -0.02
H -3.6581 -0.1806 -2.5253 0.06
H -3.7900 1.0129 -3.4472 0.06
O 2.5919 2.7210 1.6722 -0.04
H 3.2149 3.1757 1.1053 0.06
H 3.1391 2.2157 2.2734 0.07
O 2.7577 -2.3525 0.5446 -0.03
H 3.1093 -2.9558 1.1993 0.05
H 2.6566 -2.8860 -0.2436 0.03
O -2.0746 -3.2373 -3.0076 -0.05
H -1.4338 -2.5324 -2.9142 -0.03
H -1.6009 -3.9335 -3.4627 0.02
O -1.4418 1.2095 -1.1260 -0.04
H -1.4309 2.1022 -1.4711 -0.02
H -2.1813 0.7909 -1.5667 0.00
O -1.6139 3.5557 1.1943 -0.02
H -1.9779 4.2622 1.7279 0.08
H -2.3771 3.1408 0.7923 0.07
O -4.5001 -0.0126 0.9255 -0.03
H -3.6826 -0.5068 0.8642 0.00
H -4.4630 0.4070 1.7851 0.02
O -1.1744 3.7825 -1.6504 -0.04
H -0.6974 4.4555 -2.1360 0.07
H -0.9655 3.9554 -0.7324 0.00
O 4.7399 0.3116 0.5023 -0.04
H 4.3407 -0.4327 0.0517 0.01
H 4.6483 1.0407 -0.1112 -0.03
O 0.9628 4.3029 0.2295 -0.04
H 0.3999 4.6035 0.9430 0.04
H 1.6710 3.8292 0.6658 -0.01
O 2.1879 0.1649 -1.4350 -0.03
H 2.8579 0.8234 -1.2513 0.00
H 2.2456 0.0208 -2.3795 -0.01



2.
33
Properties=species:S:1:pos:R:3:lowdin_spin:R:1 method="wB97M-V/def2-TZVPD" lumo_energy_ev="-6.705 / -11.463" largest_force_ev_per_a=7.060 total_charge=+2 s2=6.0205 relative_energy_ev=0.761 multiplicity=5 e_homo_ev="-15.46 / -15.97"
H -0.5706 2.8770 2.4500 0.00
N -0.0603 1.6170 0.8105 0.07
B 0.7051 0.7291 -1.4227 0.00
N 0.5732 1.8679 -0.3917 0.00
C 0.8834 3.1688 -0.4717 0.04
Os -0.5303 -0.5001 1.3954 2.17
H 1.3760 3.5553 -1.3540 0.00
C 0.4583 3.7959 0.6781 0.01
H 0.5626 4.8325 0.9164 0.00
C -0.1336 2.7938 1.4653 0.03
H 1.1298 1.1289 -2.4724 0.00
C -1.5786 -2.0189 2.1419 0.16
H -1.9442 -1.2518 2.8593 0.05
H -1.1100 -2.8201 2.7180 0.03
H -2.4479 -2.4387 1.6194 0.01
N -0.7177 0.1160 -1.4994 0.00
N 1.6070 -0.3436 -0.7755 0.02
N -1.3167 -0.4628 -0.3971 0.06
N 1.2002 -0.9786 0.3865 0.22
C -1.5481 0.0112 -2.5448 0.05
C 2.7280 -0.9298 -1.2109 0.08
H -1.2128 0.3768 -3.5096 0.00
H 3.1615 -0.6074 -2.1438 0.00
C -2.7244 -0.5939 -2.1168 0.02
C 3.0916 -1.9194 -0.3175 0.04
C -2.5687 -0.8535 -0.7624 0.03
C 2.1395 -1.8980 0.7014 0.03
H -3.5915 -0.8265 -2.7148 0.00
H 3.9259 -2.5846 -0.3897 0.00
H -3.2172 -1.3018 -0.0214 0.00
H 2.0538 -2.4696 1.6204 0.00
H -0.6581 -2.0220 0.9922 0.01
I 0.3348 -0.0494 3.7614 0.84



3.
24
Properties=species:S:1:pos:R:3:lowdin_charge:R:1 method="wB97M-V/def2-TZVPD" lumo_energy_ev=-2.807 largest_force_ev_per_a=2.862 total_charge=+1 relative_energy_ev=1.369 multiplicity=1 e_homo_ev=-12.49
C 1.8982 -1.9631 1.1355 -0.06
C 1.0943 -0.8262 0.5260 -0.39
C 1.0237 -0.8374 -0.9746 -0.25
C 0.2672 0.3979 -1.5745 -0.60
S 0.9185 2.0810 -1.2057 0.65
N -0.3699 -0.8489 0.9609 0.22
H 1.4308 -2.9652 0.9813 0.10
H 2.4380 -1.7365 2.1023 0.11
H 2.8340 -2.0833 0.4674 0.12
H 1.6452 0.1872 0.8336 0.18
H 2.0917 -0.8262 -1.3642 0.14
H 0.4761 -1.7572 -1.4149 0.16
H -0.8512 0.4064 -1.2875 0.06
H 0.3586 0.1234 -2.6312 0.08
H 0.2039 2.5860 -2.3869 -0.04
H -0.5072 -1.7668 1.3182 0.15
H -1.0549 -0.5312 0.2236 0.14
H -0.6342 -0.3024 1.7516 0.06
H -4.0370 -1.2855 -1.0369 0.04
H -3.4127 -0.2072 -1.7459 0.03
O -3.2650 -0.7349 -0.9775 -0.03
H -2.0970 1.0875 2.8565 0.07
H -0.5919 1.3043 3.2305 0.05
O -1.2475 0.7083 2.9767 0.02



4.
42
Properties=species:S:1:pos:R:3:lowdin_charge:R:1 method="wB97M-V/def2-TZVPD" lumo_energy_ev=0.539 largest_force_ev_per_a=0.667 total_charge=-1 relative_energy_ev=1.002 multiplicity=1 e_homo_ev=-3.61
Pt -0.7559 -0.8139 -0.2878 0.57
N -2.1817 -3.6149 2.4296 0.06
C -2.1831 -4.4246 1.3133 -0.06
C -1.6955 -3.6705 0.2967 -0.15
N -1.3966 -2.4194 0.7902 -0.19
C -1.7092 -2.4088 2.0657 -0.18
H -2.5119 -3.8579 3.3452 0.15
H -2.5450 -5.4356 1.3297 0.11
H -1.5579 -3.9174 -0.7444 0.01
H -1.6297 -1.5634 2.7263 0.12
Se 0.2978 -2.5763 -2.4540 -0.16
Sb -2.0393 -1.9467 -3.2084 -0.32
Se -3.0047 -0.6552 -1.1570 0.01
Se -3.3414 -3.9890 -3.3464 -0.29
Se -2.0089 -0.3370 -5.0181 -0.29
F 1.3093 5.2804 -2.7294 0.13
C 0.9304 4.2969 -3.5772 -0.58
F 1.9613 4.0763 -4.4060 0.14
F -0.0805 4.7889 -4.3095 0.15
C 0.5253 3.0628 -2.8180 -0.11
C -0.5878 3.1115 -1.9957 0.02
C -0.9402 1.9812 -1.2893 -0.14
N -0.2268 0.8475 -1.3538 -0.16
C 0.8289 0.7953 -2.1727 -0.14
C 1.2380 1.8864 -2.9204 0.03
H -1.1918 4.0042 -1.9157 0.13
H -1.8280 1.9431 -0.6776 0.07
H 1.2987 -0.1762 -2.2649 0.00
H 2.0819 1.7901 -3.5865 0.13
Se 2.5272 -1.8028 0.4896 1.15
N 1.1153 -0.7797 0.8147 -0.39
C 1.3289 -0.1184 1.9422 -0.37
C 0.4327 0.8203 2.5427 -0.04
C 0.7996 1.4057 3.7067 -0.08
C 2.0548 1.1137 4.3439 -0.08
C 2.9328 0.2374 3.8045 -0.03
C 2.5910 -0.4100 2.5727 -0.39
N 3.3607 -1.2919 1.9539 -0.24
H -0.5087 1.0287 2.0485 0.09
H 0.1309 2.1194 4.1709 0.10
H 2.2982 1.6103 5.2743 0.10
H 3.8809 0.0096 4.2714 0.11



5.
13
Properties=species:S:1:pos:R:3:lowdin_charge:R:1 method="wB97M-V/def2-TZVPD" lumo_energy_ev=0.451 largest_force_ev_per_a=4.907 total_charge=0 relative_energy_ev=5.611 multiplicity=1 e_homo_ev=-8.73
C 3.0496 -0.4884 -0.0734 -0.53
C -0.4792 1.5173 0.0763 -0.26
C -1.8470 -0.6672 0.2512 -0.36
H 3.6670 -0.7415 1.1994 0.12
H 3.1657 -1.5422 -0.7627 0.06
H 3.5737 0.7849 -0.3828 0.14
H -0.8522 2.5464 -0.1913 0.13
H -2.5778 1.1137 -0.1758 0.13
H -0.8556 -1.3150 0.7182 0.12
N 0.7886 1.2348 -0.0081 -0.27
N -1.6961 0.6604 0.0052 0.03
O -2.9463 -1.0644 -0.1849 -0.02
S 1.2164 -0.4855 -0.0268 0.71